# 1
{
  "formula": "C10H21N8O2PtSe",
  "method": "ωB97M-V with the def2-TZVPD basis set",
  "total_charge": 1,
  "e_tot_ha": -3502.7997,
  "lumo_ha": -0.10097,
  "e_homo_ev": -10.18,
  "orbital_gap_ev": 7.433,
  "species": ["Pt", "N", "C", "C", "C", "O", "O", "H", "H", "H", "H", "H", "H", "N", "C", "C", "N", "C", "C", "H", "H", "H", "H", "H", "H", "H", "H", "H", "H", "H", "Se", "C", "N", "N", "C", "N", "N", "C", "N", "H", "H", "H", "H"],
  "xyz": [[0.04444, 0.05782, -0.01768], [2.08118, 0.37140, 0.04091], [2.80359, 0.02082, 1.29098], [2.29947, 0.79710, 2.50735], [1.19466, 0.05597, 3.22541], [1.36323, -0.97406, 3.81852], [0.00143, 0.67566, 3.16213], [2.52409, -0.10233, -0.74201], [2.18390, 1.36971, -0.14278], [3.86525, 0.21922, 1.13891], [2.68219, -1.04797, 1.46048], [1.99644, 1.81323, 2.25334], [3.12728, 0.84980, 3.21400], [-4.59281, -0.35861, 1.21292], [-4.11912, -1.39926, 0.32549], [-2.60200, -1.39650, 0.32593], [-2.03857, -0.07382, -0.06945], [-2.67988, 1.04364, 0.70020], [-4.19276, 0.94210, 0.71269], [-0.60847, 0.16435, 3.71963], [-5.59257, -0.41198, 1.35039], [-4.47852, -1.27318, -0.71075], [-4.46351, -2.37174, 0.67747], [-2.22412, -2.13968, -0.37450], [-2.22504, -1.62821, 1.32183], [-2.26377, 0.06981, -1.05346], [-2.37434, 1.97855, 0.24053], [-2.27360, 1.01330, 1.71010], [-4.57369, 1.13853, -0.30394], [-4.58072, 1.72421, 1.36472], [-0.09211, 4.84968, 0.28459], [-0.07186, 3.13810, -0.08189], [-0.05733, 1.99203, -0.34044], [1.97688, -4.80722, -0.92628], [1.25043, -5.13772, 0.15258], [1.29240, -6.39269, 0.59862], [0.48131, -4.28960, 0.81797], [0.43988, -3.03330, 0.51966], [0.29594, -1.90156, 0.32318], [2.52402, -5.48739, -1.42412], [1.87287, -3.89760, -1.33986], [1.82717, -7.11195, 0.14662], [0.77827, -6.61590, 1.43365]],
  "forces_ev_per_a": [[0.03, 0.03, 0.08], [-0.02, -0.01, 0.00], [0.13, -0.03, 0.04], [-0.02, -0.10, -0.11], [-0.04, 0.14, 0.12], [-0.02, -0.13, -0.15], [0.00, 0.02, 0.10], [-0.01, -0.02, 0.00], [0.02, 0.00, 0.01], [-0.02, 0.04, 0.00], [0.04, -0.01, 0.01], [-0.01, -0.01, -0.05], [-0.05, 0.06, 0.06], [-0.01, -0.01, 0.05], [0.01, 0.00, -0.02], [0.04, -0.04, -0.03], [0.04, 0.03, -0.05], [0.02, 0.04, 0.01], [0.01, 0.00, -0.03], [0.02, 0.02, -0.02], [0.00, 0.00, -0.02], [-0.01, 0.01, 0.01], [0.01, -0.01, -0.02], [0.04, 0.00, 0.03], [-0.03, 0.03, 0.01], [-0.11, 0.03, 0.02], [0.02, -0.02, 0.04], [-0.04, -0.05, 0.01], [-0.01, -0.02, 0.01], [0.01, 0.02, -0.02], [-0.02, -0.04, -0.01], [0.10, 0.04, 0.00], [-0.12, -0.03, -0.02], [0.01, 0.01, 0.01], [-0.03, 0.01, 0.01], [0.01, -0.01, -0.01], [0.07, 0.02, 0.08], [-0.14, -0.02, -0.05], [0.08, 0.01, -0.07], [0.00, 0.00, 0.00], [0.00, 0.00, 0.00], [0.00, 0.00, 0.00], [0.00, 0.00, 0.00]]
}

# 2
{
  "formula": "C22H17AuIN2",
  "method": "ωB97M-V with the def2-TZVPD basis set",
  "total_charge": 1,
  "e_tot_ha": -1391.1254,
  "lumo_ha": [-0.20246, -0.20245],
  "e_homo_ev": [-11.08, -11.08],
  "orbital_gap_ev": [5.567, 5.568],
  "species": ["Au", "I", "C", "C", "C", "C", "C", "C", "C", "C", "C", "C", "H", "H", "H", "H", "H", "H", "C", "N", "C", "C", "C", "C", "C", "N", "C", "C", "C", "C", "C", "C", "H", "H", "H", "H", "H", "H", "H", "H", "H", "H", "H"],
  "xyz": [[0.61521, 0.33187, -0.68490], [3.18631, -0.40122, -0.65361], [3.11777, -0.28399, 1.43161], [4.28157, -0.32185, 2.13067], [4.22179, -0.30968, 3.54130], [3.01348, -0.29511, 4.17018], [1.79790, -0.25603, 3.43938], [0.54591, -0.23233, 4.09726], [-0.61470, -0.15847, 3.39282], [-0.59241, -0.09015, 1.97797], [0.60242, -0.11467, 1.33376], [1.84183, -0.22162, 2.01808], [5.23949, -0.36868, 1.62969], [5.14091, -0.32059, 4.11072], [2.95816, -0.30965, 5.25173], [0.53071, -0.26890, 5.17917], [-1.56951, -0.13941, 3.90134], [-1.52074, 0.00649, 1.44657], [-2.29911, -0.65299, -0.80237], [-1.40159, 0.49544, -0.95023], [-1.82879, 1.73893, -1.08935], [-0.94708, 2.80126, -1.22183], [-1.13403, 4.20485, -1.21250], [0.13080, 4.75704, -1.21850], [1.03916, 3.67426, -1.25423], [0.39249, 2.50827, -1.26265], [-2.02865, -1.68307, -1.86838], [-2.45783, -1.47083, -3.17452], [-2.18389, -2.40610, -4.15993], [-1.47418, -3.55968, -3.84640], [-1.04324, -3.77647, -2.54679], [-1.32041, -2.83790, -1.55953], [-3.33162, -0.30022, -0.83953], [-2.13749, -1.11324, 0.17329], [-2.89968, 1.92462, -1.11883], [-2.08064, 4.72214, -1.16420], [0.39314, 5.80206, -1.22885], [2.11711, 3.71900, -1.32252], [-3.01183, -0.57134, -3.42168], [-2.52996, -2.24060, -5.17203], [-1.26241, -4.29044, -4.61608], [-0.50294, -4.68069, -2.29719], [-0.99344, -3.01029, -0.53890]],
  "forces_ev_per_a": [[0.28, 0.37, 0.28], [-0.58, 0.36, 0.03], [0.14, -0.10, -0.19], [0.07, -0.02, 0.13], [0.03, -0.01, -0.02], [-0.09, -0.02, 0.01], [0.07, 0.03, -0.03], [0.04, -0.01, 0.10], [-0.09, 0.04, -0.10], [0.24, 0.03, 0.40], [-0.12, -0.55, -0.52], [-0.23, -0.03, 0.24], [-0.02, 0.01, 0.01], [-0.01, -0.02, -0.01], [0.01, 0.03, -0.02], [0.00, 0.00, -0.01], [0.02, 0.02, 0.00], [-0.04, 0.04, 0.09], [0.18, -0.10, -0.22], [0.17, 0.17, 0.50], [-0.08, 0.13, -0.05], [-0.30, -0.22, -0.02], [0.04, 0.10, 0.06], [-0.11, -0.06, -0.01], [-0.05, -0.22, -0.15], [0.60, 0.13, -0.41], [-0.02, -0.01, 0.00], [0.01, -0.02, -0.05], [0.00, 0.02, 0.00], [0.00, 0.02, 0.00], [0.00, 0.02, 0.03], [0.01, -0.01, -0.01], [-0.01, 0.07, -0.04], [-0.10, -0.02, -0.05], [-0.03, -0.13, 0.01], [0.05, -0.02, -0.03], [-0.02, -0.01, 0.02], [-0.03, 0.00, 0.01], [0.00, -0.02, 0.00], [0.01, 0.00, 0.02], [-0.02, 0.01, 0.01], [0.00, 0.02, 0.00], [-0.01, -0.01, -0.02]]
}

# 3
{
  "formula": "C23H25N5O2S2",
  "method": "ωB97M-V with the def2-TZVPD basis set",
  "total_charge": 0,
  "smiles": "CCn1c(SCc2ccc(C#N)cc2)nnc1-c1ccc(S(=O)(=O)N2CCCCC2)cc1",
  "e_tot_ha": -2112.0743,
  "lumo_ha": 0.00271,
  "e_homo_ev": -8.61,
  "orbital_gap_ev": 8.682,
  "species": ["C", "C", "N", "C", "S", "C", "C", "C", "C", "C", "C", "N", "C", "C", "N", "N", "C", "C", "C", "C", "C", "S", "O", "O", "N", "C", "C", "C", "C", "C", "C", "C", "H", "H", "H", "H", "H", "H", "H", "H", "H", "H", "H", "H", "H", "H", "H", "H", "H", "H", "H", "H", "H", "H", "H", "H", "H"],
  "xyz": [[2.39025, -0.19257, -3.48798], [2.80626, -0.82450, -2.16427], [2.69310, 0.11365, -1.07480], [3.73291, 0.68272, -0.39717], [5.38828, 0.22267, -0.63621], [6.14557, 1.17506, 0.73955], [5.97156, 0.45158, 2.03223], [6.80866, -0.61376, 2.35413], [6.63930, -1.30862, 3.53368], [5.61570, -0.94224, 4.40907], [5.43499, -1.65359, 5.61731], [5.28981, -2.23437, 6.59511], [4.76999, 0.12038, 4.08929], [4.95020, 0.81026, 2.90690], [3.30488, 1.59981, 0.43061], [1.97773, 1.66515, 0.30191], [1.59485, 0.78790, -0.59059], [0.20341, 0.60818, -0.97495], [-0.60070, 1.74704, -1.04756], [-1.93454, 1.63429, -1.39190], [-2.46428, 0.38509, -1.65449], [-4.19060, 0.19546, -2.09308], [-4.77830, 1.50336, -2.19815], [-4.28413, -0.67837, -3.22590], [-4.71775, -0.66104, -0.75349], [-5.81237, -1.58176, -0.98725], [-7.16076, -0.86486, -1.02017], [-7.36001, -0.08372, 0.27687], [-6.20673, 0.89988, 0.46163], [-4.87500, 0.14955, 0.43641], [-1.68822, -0.75414, -1.56626], [-0.35301, -0.64629, -1.22493], [2.52697, -0.90949, -4.29227], [1.34474, 0.10636, -3.45991], [2.99986, 0.68395, -3.69541], [3.85383, -1.13574, -2.20839], [2.19557, -1.70608, -1.95481], [5.65439, 2.14562, 0.74202], [7.19489, 1.26705, 0.46102], [7.59528, -0.89917, 1.67036], [7.28964, -2.13319, 3.78555], [3.97726, 0.39622, 4.76861], [4.28913, 1.62185, 2.64425], [-0.16081, 2.70684, -0.82794], [-2.57643, 2.49789, -1.46899], [-5.60743, -2.07049, -1.94013], [-5.79409, -2.32910, -0.18641], [-7.16586, -0.17534, -1.86684], [-7.96098, -1.59354, -1.15905], [-8.30916, 0.45411, 0.25067], [-7.38826, -0.77953, 1.12024], [-6.21007, 1.62399, -0.35393], [-6.30407, 1.43552, 1.40736], [-4.03634, 0.84859, 0.46237], [-4.79849, -0.51882, 1.30154], [-2.14374, -1.70977, -1.76956], [0.24313, -1.53991, -1.12595]],
  "forces_ev_per_a": [[0.08, -0.09, 0.16], [-0.09, -0.24, -0.55], [0.08, 0.50, 0.71], [-0.12, -0.01, 0.06], [0.49, -0.02, -0.16], [-0.32, -0.14, -0.36], [-0.02, -0.06, 0.24], [-0.08, 0.11, 0.03], [-0.06, 0.01, 0.07], [0.07, 0.47, -0.78], [-0.07, -0.28, 0.47], [-0.05, -0.19, 0.32], [0.12, -0.18, 0.09], [0.10, 0.06, 0.00], [1.04, -0.05, -0.10], [-1.30, 0.04, -0.10], [0.43, 0.09, 0.20], [-0.46, 0.03, -0.13], [0.13, -0.18, -0.03], [-0.19, 0.06, -0.04], [-0.47, 0.08, -0.05], [0.40, -0.24, 0.28], [0.17, 0.03, 0.22], [0.01, -0.23, 0.08], [0.48, 0.37, -0.88], [-0.45, -0.27, -0.53], [0.06, -0.16, 0.27], [0.01, 0.18, -0.21], [-0.01, -0.17, 0.14], [-0.02, 0.57, 0.36], [0.06, -0.13, -0.07], [-0.06, 0.11, -0.02], [-0.02, -0.06, -0.12], [-0.05, 0.02, -0.05], [0.04, 0.07, -0.03], [-0.20, -0.08, 0.04], [0.19, 0.05, 0.01], [0.16, 0.04, 0.03], [-0.05, 0.05, -0.01], [0.09, -0.04, -0.05], [0.03, -0.04, 0.03], [-0.04, 0.01, 0.05], [-0.01, 0.04, 0.00], [0.02, 0.09, 0.00], [-0.02, 0.14, 0.02], [-0.12, -0.18, 0.15], [0.06, 0.04, -0.05], [-0.09, -0.01, -0.08], [-0.01, 0.00, -0.07], [-0.02, -0.05, 0.08], [-0.07, -0.03, 0.06], [-0.04, 0.05, 0.10], [0.03, 0.05, 0.00], [-0.01, -0.01, 0.25], [0.07, 0.05, -0.06], [0.02, -0.18, 0.02], [0.05, -0.08, 0.00]]
}

Question: Which formula does entry 2 have?
Answer: C22H17AuIN2